DFT (ωB97M-V/def2-TZVPD) results for a structure of composition C41H53CrN7P2Si2.

Geometry (Å):
Cr: -0.238 -0.731 -0.111
C: -4.776 -0.494 -0.118
Si: -3.392 -1.573 -0.713
C: -3.508 -2.150 -2.477
C: -3.015 -2.906 0.522
N: -1.873 -0.387 -0.724
P: -1.855 1.288 -1.035
C: -0.153 1.112 -0.580
P: 1.546 1.214 -1.075
N: 1.445 -0.454 -0.876
Si: 3.060 -1.479 -0.895
C: 4.259 -0.456 -1.874
C: 3.447 -1.576 0.922
C: 2.915 -3.122 -1.730
C: 1.839 1.700 -2.734
C: 2.303 2.986 -3.046
C: 2.468 3.348 -4.372
C: 2.174 2.438 -5.383
C: 1.700 1.164 -5.079
C: 1.527 0.793 -3.759
C: 2.411 2.158 0.135
C: 3.686 2.685 -0.111
C: 4.321 3.427 0.870
C: 3.689 3.660 2.086
C: 2.419 3.149 2.333
C: 1.784 2.389 1.369
C: -2.720 2.196 0.193
C: -2.495 1.950 1.557
C: -3.198 2.669 2.501
C: -4.127 3.628 2.096
C: -4.350 3.876 0.748
C: -3.644 3.169 -0.211
C: -2.225 1.803 -2.673
C: -1.404 2.741 -3.304
C: -1.760 3.223 -4.553
C: -2.920 2.768 -5.168
C: -3.740 1.837 -4.538
C: -3.402 1.355 -3.287
H: -5.630 -1.163 0.036
H: -5.106 0.283 -0.808
H: -4.554 -0.034 0.846
H: -3.646 -3.233 -2.498
H: -2.624 -1.915 -3.072
H: -4.369 -1.707 -2.980
H: -3.971 -3.244 0.931
H: -2.422 -2.562 1.373
H: -2.531 -3.776 0.076
H: 4.466 0.550 -1.515
H: 3.985 -0.406 -2.929
H: 5.207 -1.002 -1.818
H: 3.901 -0.655 1.291
H: 4.155 -2.390 1.099
H: 2.555 -1.776 1.520
H: 2.555 -3.055 -2.757
H: 2.360 -3.888 -1.191
H: 3.950 -3.477 -1.793
H: 2.528 3.702 -2.265
H: 2.837 4.333 -4.620
H: 2.322 2.721 -6.417
H: 1.478 0.466 -5.875
H: 1.172 -0.203 -3.522
H: 4.179 2.538 -1.063
H: 5.306 3.834 0.682
H: 4.186 4.254 2.842
H: 1.927 3.360 3.273
H: 0.793 1.993 1.570
H: -1.794 1.184 1.870
H: -3.040 2.489 3.555
H: -4.681 4.184 2.841
H: -5.072 4.622 0.445
H: -3.811 3.373 -1.261
H: -0.507 3.113 -2.824
H: -1.139 3.961 -5.042
H: -3.195 3.149 -6.143
H: -4.647 1.499 -5.020
H: -4.057 0.648 -2.795
N: 0.361 -6.009 1.089
C: 0.157 -5.039 0.195
C: 0.270 -3.664 0.522
N: 0.076 -2.734 -0.410
C: -0.222 -3.116 -1.664
C: -0.357 -4.467 -1.955
N: -0.179 -5.407 -1.050
H: 0.646 -5.832 2.035
H: 0.279 -6.969 0.787
H: 0.526 -3.335 1.519
H: -0.337 -2.349 -2.417
H: -0.613 -4.790 -2.958
N: -0.107 -0.875 1.769
C: -0.052 -0.891 2.943
N: 0.007 -0.907 4.208
C: -0.073 -2.187 5.001
C: 0.816 -2.059 6.238
C: 2.053 -1.226 5.924
C: 1.673 0.233 5.626
C: 0.280 0.330 5.004
H: 0.267 -2.987 4.342
H: -1.121 -2.348 5.250
H: 1.089 -3.064 6.557
H: 0.251 -1.619 7.061
H: 2.574 -1.661 5.066
H: 2.754 -1.263 6.755
H: 2.413 0.692 4.969
H: 1.658 0.820 6.546
H: 0.158 1.188 4.344
H: -0.508 0.366 5.756

As for the total charge: +4. As for the highest occupied orbital energy (alpha / beta): -18.51 / -18.51 eV. For the frontier orbital gap (alpha / beta), the calculation gives 5.08 / 5.09 eV. As for the total energy: -116525.96083 eV. The calculation puts the relative energy (zero: lowest compared OMol25 entry of this formula, charge and spin) at 0.00 kcal per mole.

=====

DFT (ωB97M-V/def2-TZVPD) results for a structure of composition C48H36N4O4Tl.

Geometry (Å):
Tl: -0.041 -0.023 0.224
C: 7.258 -6.720 -0.420
O: 6.317 -6.529 0.625
C: 5.406 -5.543 0.484
C: 5.324 -4.696 -0.616
C: 4.345 -3.712 -0.651
C: 3.437 -3.558 0.389
C: 3.530 -4.420 1.485
C: 4.501 -5.396 1.538
C: 2.391 -2.500 0.336
C: 2.852 -1.168 0.316
C: 4.215 -0.733 0.460
C: 4.226 0.626 0.424
C: 2.871 1.076 0.255
N: 2.081 -0.041 0.195
C: 2.433 2.416 0.203
C: 1.107 2.877 0.138
C: 0.673 4.248 0.059
C: -0.685 4.257 0.034
C: -1.137 2.891 0.073
C: -2.473 2.451 0.055
C: -3.520 3.513 -0.014
C: -4.332 3.786 1.089
C: -5.299 4.767 1.029
C: -5.480 5.503 -0.144
O: -6.452 6.440 -0.107
C: -6.670 7.217 -1.274
C: -4.679 5.241 -1.251
C: -3.707 4.250 -1.174
C: -2.934 1.123 0.097
N: -2.160 -0.005 0.158
C: -2.957 -1.121 0.179
C: -2.519 -2.455 0.218
C: -3.580 -3.504 0.198
C: -3.783 -4.330 1.305
C: -4.761 -5.302 1.292
C: -5.561 -5.477 0.161
O: -6.489 -6.455 0.242
C: -7.328 -6.670 -0.882
C: -5.368 -4.663 -0.951
C: -4.382 -3.685 -0.920
C: -1.189 -2.918 0.265
C: -0.759 -4.290 0.212
C: 0.599 -4.304 0.242
C: 1.054 -2.941 0.313
N: -0.061 -2.145 0.324
C: -4.323 -0.664 0.140
C: -4.309 0.693 0.080
N: -0.022 2.099 0.135
C: 3.497 3.459 0.235
C: 4.410 3.577 -0.803
C: 5.405 4.546 -0.785
C: 5.496 5.414 0.298
O: 6.423 6.388 0.422
C: 7.373 6.539 -0.621
C: 4.587 5.301 1.352
C: 3.601 4.338 1.316
H: 7.885 -7.550 -0.109
H: 7.877 -5.832 -0.562
H: 6.760 -6.975 -1.358
H: 6.006 -4.793 -1.448
H: 4.282 -3.060 -1.514
H: 2.838 -4.309 2.312
H: 4.585 -6.060 2.388
H: 5.058 -1.388 0.599
H: 5.081 1.273 0.530
H: 1.331 5.100 0.027
H: -1.332 5.117 -0.013
H: -4.197 3.224 2.005
H: -5.927 4.989 1.881
H: -7.479 7.899 -1.032
H: -6.966 6.588 -2.117
H: -5.779 7.791 -1.539
H: -4.801 5.791 -2.172
H: -3.088 4.049 -2.041
H: -3.171 -4.200 2.190
H: -4.931 -5.940 2.149
H: -7.991 -7.485 -0.608
H: -6.746 -6.956 -1.761
H: -7.921 -5.781 -1.108
H: -5.968 -4.782 -1.841
H: -4.232 -3.059 -1.792
H: -1.419 -5.138 0.140
H: 1.242 -5.166 0.194
H: -5.186 -1.307 0.161
H: -5.158 1.353 0.028
H: 4.341 2.908 -1.653
H: 6.092 4.615 -1.616
H: 8.014 7.363 -0.324
H: 6.884 6.783 -1.567
H: 7.975 5.636 -0.741
H: 4.680 5.979 2.190
H: 2.907 4.254 2.143

As for the total charge: +1. As for the highest occupied orbital energy: -9.65 eV. For the frontier orbital gap, the calculation gives 5.65 eV. As for the total energy: -69196.79253 eV.

=====

DFT (ωB97M-V/def2-TZVPD) results for a cluster of 12 separate species, C34H96N4O16 in total at a distorted geometry.

Geometry (Å):
C: -6.359 -1.179 -3.006
O: -5.615 -2.354 -2.711
H: -6.783 -1.031 -4.001
H: -7.187 -0.957 -2.329
H: -5.641 -0.369 -2.810
H: -5.420 -2.777 -3.552
C: 5.566 2.976 3.753
O: 4.868 3.290 4.964
H: 6.636 3.028 3.980
H: 5.318 1.987 3.371
H: 5.327 3.681 2.952
H: 4.901 4.248 5.030
C: -1.518 0.947 4.663
O: -1.638 1.903 5.710
H: -0.674 0.276 4.818
H: -2.462 0.405 4.623
H: -1.423 1.455 3.695
H: -0.765 2.211 5.965
C: -3.630 3.244 2.431
O: -4.500 4.375 2.311
H: -3.784 2.469 1.678
H: -2.636 3.676 2.337
H: -3.764 2.833 3.434
H: -5.365 4.141 2.654
C: -1.057 -3.618 4.822
O: -0.525 -4.859 5.331
H: -1.252 -3.760 3.762
H: -2.005 -3.464 5.341
H: -0.362 -2.830 5.091
H: -0.468 -5.523 4.644
C: -2.984 -4.445 -1.066
O: -3.343 -5.277 0.019
H: -2.807 -3.439 -0.686
H: -2.052 -4.726 -1.569
H: -3.786 -4.413 -1.807
H: -3.561 -6.152 -0.311
C: 8.185 0.091 2.124
O: 9.149 -0.732 2.795
H: 8.274 1.108 2.507
H: 8.451 0.008 1.074
H: 7.192 -0.329 2.298
H: 8.995 -0.726 3.743
C: 3.989 -1.758 0.795
O: 3.074 -1.554 1.833
C: 2.413 -0.302 1.783
C: 1.205 -0.411 2.699
N: 0.237 -1.465 2.397
C: -0.372 -1.454 1.075
C: -1.538 -0.474 1.056
O: -2.076 -0.493 -0.245
C: -3.481 -0.341 -0.346
H: 4.881 -1.114 0.868
H: 3.613 -1.672 -0.231
H: 4.378 -2.776 0.847
H: 2.130 -0.134 0.737
H: 3.034 0.505 2.194
H: 0.740 0.579 2.747
H: 1.501 -0.696 3.712
H: 0.690 -2.334 2.640
H: -0.762 -2.452 0.880
H: 0.333 -1.153 0.294
H: -1.225 0.539 1.347
H: -2.268 -0.764 1.823
H: -4.014 -1.274 -0.122
H: -3.723 -0.032 -1.361
H: -3.780 0.401 0.405
C: -6.737 0.011 1.714
O: -6.519 1.259 1.093
C: -7.237 1.342 -0.135
C: -7.265 2.786 -0.624
N: -7.813 3.613 0.454
C: -7.574 5.045 0.285
C: -8.159 5.557 -1.014
O: -7.799 6.896 -1.211
C: -8.506 7.489 -2.281
H: -6.137 -0.798 1.286
H: -7.798 -0.249 1.643
H: -6.490 0.079 2.774
H: -8.283 1.084 0.067
H: -6.751 0.682 -0.858
H: -7.942 2.769 -1.480
H: -6.266 3.150 -0.908
H: -7.338 3.277 1.284
H: -6.508 5.301 0.369
H: -8.044 5.562 1.126
H: -9.247 5.408 -0.973
H: -7.779 4.945 -1.843
H: -9.464 7.872 -1.925
H: -8.692 6.733 -3.055
H: -7.906 8.264 -2.752
C: 9.205 -6.581 1.657
O: 8.869 -5.287 1.227
C: 7.913 -4.680 2.078
C: 7.557 -3.344 1.498
N: 6.837 -3.468 0.208
C: 7.444 -2.514 -0.780
C: 6.766 -2.554 -2.138
O: 5.450 -2.089 -2.023
C: 5.187 -0.744 -2.355
H: 9.955 -6.997 0.976
H: 8.362 -7.276 1.600
H: 9.713 -6.536 2.629
H: 8.386 -4.548 3.061
H: 7.040 -5.322 2.246
H: 8.466 -2.729 1.477
H: 6.924 -2.731 2.154
H: 7.187 -4.374 -0.111
H: 8.518 -2.732 -0.807
H: 7.277 -1.536 -0.323
H: 6.774 -3.509 -2.665
H: 7.394 -1.876 -2.743
H: 4.113 -0.591 -2.246
H: 5.355 -0.603 -3.430
H: 5.712 -0.010 -1.741
C: 4.348 2.625 -0.221
O: 4.238 2.362 -1.593
C: 3.213 3.045 -2.300
C: 1.830 2.513 -1.986
N: 1.647 1.194 -2.633
C: 0.373 0.606 -2.174
C: 0.341 -0.808 -2.689
O: 1.444 -1.492 -2.095
C: 1.485 -2.845 -2.470
H: 3.387 2.523 0.297
H: 4.837 3.592 -0.055
H: 4.978 1.873 0.263
H: 3.453 2.815 -3.338
H: 3.300 4.123 -2.116
H: 0.994 3.171 -2.210
H: 1.835 2.293 -0.905
H: 2.372 0.615 -2.213
H: -0.393 1.217 -2.656
H: 0.289 0.580 -1.082
H: 0.491 -0.840 -3.773
H: -0.582 -1.331 -2.418
H: 0.530 -3.343 -2.256
H: 2.285 -3.317 -1.905
H: 1.678 -2.959 -3.544
C: -3.672 1.872 -4.216
C: -3.067 0.666 -4.935
C: -3.929 0.150 -6.085
O: -1.779 1.019 -5.431
H: -3.105 2.248 -3.366
H: -4.657 1.576 -3.841
H: -3.753 2.669 -4.959
H: -2.863 -0.120 -4.204
H: -4.890 -0.281 -5.793
H: -3.366 -0.719 -6.435
H: -4.091 0.911 -6.847
H: -1.829 1.589 -6.205

As for the highest occupied orbital energy: -8.60 eV. Its SMILES is COCCNCCOC.COCCNCCOC.COCCNCCOC.COCCNCCOC.CC(C)O.CO.CO.CO.CO.CO.CO.CO. For the frontier orbital gap, the calculation gives 9.03 eV. As for the total energy: -75525.39483 eV. The calculation puts the relative energy (zero: lowest compared OMol25 entry of this formula, charge and spin) at 39.58 kcal per mole.

=====

DFT (ωB97M-V/def2-TZVPD) results for the ion C7H10N5 with charge +1 at a distorted geometry.

Geometry (Å):
C: 0.595 0.669 0.323
C: -1.285 0.214 1.019
C: 0.295 -1.232 -1.051
C: 0.953 1.792 1.061
C: 0.886 1.718 2.405
C: -0.676 -0.985 1.102
C: -0.766 -1.671 -3.363
N: 0.929 0.000 -0.668
N: -2.097 1.026 1.189
N: 1.076 2.809 3.202
N: -0.195 -1.824 0.300
N: -0.765 -1.136 -2.004
H: 1.067 -1.903 -1.488
H: 1.199 2.692 0.552
H: 0.499 0.917 2.975
H: -0.338 -2.645 -3.330
H: -0.235 -1.176 -4.134
H: -1.776 -1.760 -3.831
H: 1.291 2.709 4.207
H: 1.382 3.669 2.795
H: -0.254 -2.860 0.458
H: -1.786 -1.022 -1.721

As for the total charge: +1. As for the highest occupied orbital energy (alpha / beta): -12.67 / -12.67 eV. For the frontier orbital gap (alpha / beta), the calculation gives 6.79 / 6.79 eV. As for the total energy: -14858.58930 eV. The calculation puts the relative energy (zero: lowest compared OMol25 entry of this formula, charge and spin) at 149.92 kcal per mole.

=====

DFT (ωB97M-V/def2-TZVPD) results for a structure of composition C20H31AlBr2F9LiNO9S at a distorted geometry.

Geometry (Å):
C: 4.561 2.611 0.695
C: 3.667 1.543 0.097
O: 2.686 2.135 -0.734
C: 1.369 1.684 -0.445
C: 0.394 2.266 -1.450
O: -0.924 2.105 -0.974
C: -1.534 0.844 -1.311
Al: -2.438 -0.043 0.207
C: -3.673 -1.467 -0.449
C: -5.050 -1.503 0.138
C: -5.111 -2.069 1.544
F: -5.901 -2.330 -0.671
N: -3.404 1.126 1.421
C: -2.468 1.896 2.065
C: -2.890 3.215 2.659
O: -1.326 1.487 2.178
C: -4.486 1.845 0.844
C: -5.807 1.779 1.582
O: -4.375 2.477 -0.176
S: -0.587 -1.281 1.099
O: 0.597 -0.532 1.492
O: -0.393 -2.257 0.024
C: -0.987 -2.368 2.628
F: -1.289 -3.609 2.210
F: -2.100 -1.858 3.213
C: 0.122 -2.454 3.702
F: 0.453 -1.221 4.113
F: -0.386 -3.104 4.786
C: 1.393 -3.201 3.141
F: 2.465 -2.509 3.514
F: 1.214 -3.168 1.830
F: 1.497 -4.448 3.591
H: 5.172 2.203 1.502
H: 3.938 3.407 1.105
H: 5.222 3.044 -0.058
H: 3.176 0.978 0.896
H: 4.255 0.839 -0.510
H: 1.055 1.974 0.564
H: 1.327 0.590 -0.477
H: 0.583 3.337 -1.574
H: 0.543 1.771 -2.415
H: -0.772 0.154 -1.700
H: -2.264 1.009 -2.116
H: -3.742 -1.407 -1.540
H: -3.194 -2.428 -0.225
H: -5.537 -0.529 0.095
H: -4.993 -1.281 2.289
H: -6.094 -2.516 1.701
H: -4.350 -2.834 1.695
H: -2.872 3.988 1.890
H: -3.885 3.167 3.103
H: -2.169 3.475 3.431
H: -5.707 1.372 2.584
H: -6.499 1.167 1.002
H: -6.233 2.783 1.601
C: 3.896 -1.863 0.056
C: 3.387 -2.419 -1.244
O: 3.664 -1.303 -2.183
C: 4.650 -0.546 -1.621
O: 5.155 0.301 -2.358
O: 4.950 -0.881 -0.425
H: 4.257 -2.686 0.735
H: 3.141 -1.278 0.576
H: 3.936 -3.300 -1.573
H: 2.321 -2.624 -1.239
Li: 4.256 -0.637 -3.694
F: 3.508 -3.858 1.399
Br: 0.822 2.550 -5.298
C: 2.633 1.914 -5.585
C: 2.733 0.409 -5.600
Br: 2.615 -0.362 -3.818
H: 3.244 2.351 -4.801
H: 2.933 2.315 -6.551
H: 3.705 0.108 -5.987
H: 1.945 -0.045 -6.193

As for the total charge: -1. As for the highest occupied orbital energy: -5.65 eV. For the frontier orbital gap, the calculation gives 6.34 eV. As for the total energy: -223338.12143 eV.

=====

DFT (ωB97M-V/def2-TZVPD) results for a structure of composition CH3N5S at a distorted geometry.

Geometry (Å):
C: -0.255 -0.198 -0.272
N: -0.623 1.021 -0.221
N: -1.955 1.231 -0.104
N: -2.745 0.304 0.089
N: 2.036 -0.020 0.288
N: 0.950 -0.693 -0.308
S: -2.369 -1.239 -0.067
H: 2.312 0.777 -0.334
H: 1.691 0.514 1.000
H: 0.957 -1.697 -0.071

As for the spin multiplicity: 3. As for the highest occupied orbital energy (alpha / beta): -6.99 / -9.39 eV. For the frontier orbital gap (alpha / beta), the calculation gives 7.12 / 6.43 eV. As for the total energy: -19364.59586 eV.

=====

DFT (ωB97M-V/def2-TZVPD) results for an isolated molecule of C5H9NO at a distorted geometry.

Geometry (Å):
C: 1.508 -1.244 -0.189
C: 0.508 -1.300 0.937
N: 0.257 -0.139 1.789
C: -0.788 -0.564 0.857
C: -1.172 0.291 -0.277
C: -0.775 2.280 -1.403
O: -0.420 1.287 -0.628
H: 1.335 -2.061 -0.898
H: 2.524 -1.344 0.206
H: 1.449 -0.303 -0.745
H: 0.503 -2.236 1.495
H: 0.714 0.684 1.397
H: -1.656 -1.009 1.345
H: -2.172 0.290 -0.695
H: 0.028 2.961 -1.627
H: -1.843 2.406 -1.565

As for the highest occupied orbital energy (alpha / beta): -7.48 / -7.04 eV. For the frontier orbital gap (alpha / beta), the calculation gives 8.17 / 7.71 eV. As for the total energy: -8863.97768 eV. The calculation puts the relative energy (zero: lowest compared OMol25 entry of this formula, charge and spin) at 120.72 kcal per mole.